Molecular formula: C6H13I2N2
Method: DFT, ωB97M-V/def2-TZVPD

## Properties
- E_LUMO (eV) = -3.136
- net charge = +1
- HOMO-LUMO gap (eV) = 9.38

CARTESIAN COORDINATES (ANGSTROEM)
1 H 1.818752 -0.322085 0.840632
2 H -0.694958 -1.292037 -1.500808
3 H -1.840427 -1.661093 0.751291
4 H -1.672628 -1.317244 2.466561
5 C -1.155033 0.320234 1.133634
6 C 0.986910 -0.836474 0.364257
7 C 0.036629 0.181866 -0.251789
8 N 1.142757 1.373353 -1.998000
9 I -3.010625 1.178031 0.453227
10 C -1.221587 -1.140932 1.490588
11 H 1.392967 1.879945 0.070512
12 C 0.220997 -1.654572 1.437126
13 H 1.087558 2.217925 -2.567730
14 H 0.698293 -1.525620 2.406464
15 N -0.606853 -0.284077 -1.454545
16 H 0.432426 0.575163 -2.297694
17 C 0.622167 1.550936 -0.620541
18 H -0.180046 2.293650 -0.641424
19 H -1.535960 0.125220 -1.564771
20 I -0.244197 1.529786 2.685109
21 H 1.390601 -1.496557 -0.404473
22 H 2.103196 1.024126 -2.010467
23 H 0.229063 -2.719543 1.212839

Atoms 1-3, force components in eV/Å:
0.0809 0.0439 -0.0885
0.0173 0.0061 -0.0112
-0.0003 0.1179 0.0231